Below is C45H41As2LiN as an isolated structure, with properties calculated with the ωB97M-V functional and the def2-TZVPD basis.

Structure (XYZ):
```
90
Properties=species:S:1:pos:R:3:mulliken_charge:R:1
Li -0.6944 0.0102 0.8592 1.17
N -0.6996 -2.0582 0.0681 -0.44
C -1.6033 -2.7719 0.8708 0.59
C -2.6998 -3.3945 0.2841 -0.70
C -3.6225 -4.0855 1.0514 -0.65
C -3.4374 -4.1826 2.4204 -0.74
C -2.3541 -3.5546 3.0095 -0.79
C -1.4269 -2.8322 2.2620 0.64
C -0.3810 -2.0771 2.9775 0.31
C 0.2552 -2.7010 4.0522 -0.65
C 1.0777 -1.9829 4.8954 -0.58
C 1.2364 -0.6265 4.6769 -0.80
C 0.6411 -0.0382 3.5724 -0.29
C -0.1702 -0.7181 2.6542 -0.33
H -0.7547 -2.3264 -0.9066 0.16
H 0.2542 -2.1290 0.4032 0.27
H -2.8389 -3.3191 -0.7878 0.36
H -4.4760 -4.5551 0.5792 0.37
H -4.1478 -4.7236 3.0320 0.37
H -2.2308 -3.5999 4.0832 0.47
H 0.1142 -3.7630 4.2230 0.50
H 1.5695 -2.4663 5.7296 0.35
H 1.8330 -0.0394 5.3655 0.37
H 0.8070 1.0316 3.4317 0.41
C -0.6160 2.4728 0.4595 -2.67
C 0.8214 2.6156 -0.0391 -0.92
As 2.0968 1.3636 0.8583 0.84
C 3.1179 0.1829 -0.3705 -0.29
C 4.3956 -0.0630 0.1346 -0.69
C 5.2915 -0.8814 -0.5209 -0.64
C 4.9289 -1.4832 -1.7142 -0.52
C 3.6516 -1.2934 -2.2035 -0.81
C 2.7502 -0.4828 -1.5305 0.32
C 3.4876 2.7564 0.7695 -0.28
C 3.8825 3.4407 1.9103 -0.37
C 4.7984 4.4767 1.8347 -0.50
C 5.3262 4.8471 0.6100 -0.41
C 4.9229 4.1854 -0.5382 -0.67
C 4.0083 3.1537 -0.4561 -0.12
As -1.9321 1.8713 -0.8902 0.64
C -1.7935 3.5217 -1.9638 0.54
C -1.7858 3.4441 -3.3496 -0.62
C -1.5722 4.5664 -4.1310 -0.57
C -1.3645 5.7993 -3.5327 -0.46
C -1.4174 5.9037 -2.1529 -0.82
C -1.6442 4.7767 -1.3819 -0.13
C -3.5985 2.5225 0.0413 0.14
C -3.8105 3.0478 1.3074 -0.19
C -5.0955 3.2575 1.7801 -0.65
C -6.1922 2.9232 1.0063 -0.39
C -6.0031 2.3788 -0.2560 -0.72
C -4.7197 2.1795 -0.7148 -0.54
H -0.9634 3.4457 0.8143 0.51
H -0.6706 1.7992 1.3299 1.95
H 1.1946 3.6148 0.2300 0.64
H 0.8857 2.5577 -1.1279 0.30
H 4.6911 0.4256 1.0603 0.37
H 6.2731 -1.0447 -0.0991 0.39
H 5.6339 -2.1009 -2.2505 0.37
H 3.3518 -1.7627 -3.1289 0.48
H 1.7677 -0.3546 -1.9586 0.49
H 3.4611 3.1505 2.8688 0.39
H 5.0998 5.0015 2.7306 0.39
H 6.0544 5.6442 0.5472 0.36
H 5.3158 4.4827 -1.5013 0.40
H 3.6868 2.6458 -1.3572 0.30
H -1.9243 2.4758 -3.8093 0.49
H -1.5605 4.4727 -5.2081 0.42
H -1.1542 6.6756 -4.1333 0.36
H -1.2777 6.8685 -1.6766 0.39
H -1.7067 4.8944 -0.3056 0.25
H -2.9711 3.3165 1.9385 0.27
H -5.2445 3.6810 2.7662 0.37
H -7.1937 3.0800 1.3829 0.36
H -6.8538 2.0970 -0.8643 0.38
H -4.5473 1.7328 -1.6966 0.30
C -0.3453 0.6102 -2.5673 -0.26
C -0.2428 0.6380 -3.9767 0.70
C -1.0776 -0.1465 -4.8065 -0.30
C -0.9735 -0.1113 -6.1746 -0.62
C -0.0427 0.7107 -6.7983 -0.51
C 0.7424 1.5460 -6.0125 -0.73
C 0.6492 1.5108 -4.6428 -0.14
H -0.7156 -0.3261 -2.1494 -0.10
H 0.5369 0.9699 -2.0539 -0.65
H -1.8190 -0.7754 -4.3296 0.34
H -1.6311 -0.7235 -6.7818 0.37
H 0.0519 0.7128 -7.8759 0.36
H 1.4292 2.2359 -6.4940 0.38
H 1.2707 2.1667 -4.0422 0.37
```

Orbital gap (eV): 5.3
ΔE to the lowest compared entry with this formula, charge and spin (eV): 0.617
Charge: -1
Molar mass (u): 752.62
Energy (a.u.): -6273.145603

---

Below is C45H41BaBrFN10O6 as an isolated structure, with properties calculated with the ωB97M-V functional and the def2-TZVPD basis.

Structure (XYZ):
```
105
Properties=species:S:1:pos:R:3:mulliken_charge:R:1
Ba -0.2361 1.4177 0.2398 1.33
N 2.8145 0.3277 -3.1779 0.09
C 2.1934 -0.1263 -2.0733 -0.62
N 2.2340 0.4161 -0.9071 0.18
C 2.9517 1.6077 -0.7491 0.32
N 3.0274 2.2267 0.3753 -1.36
N 2.2933 1.6624 1.4207 1.38
C 2.8556 1.7610 2.5656 -1.80
C 2.1940 1.2769 3.7649 1.40
C 2.8008 1.3431 4.9734 -0.83
C 2.0167 1.1026 6.1740 -0.48
C 0.7800 0.6044 6.1064 -1.14
C 0.2162 0.1499 4.7974 -0.02
N 0.9228 0.7651 3.6380 0.47
C 3.6197 2.1960 -1.9238 0.56
C 4.3097 3.4046 -1.8729 -0.28
C 4.8954 3.9234 -3.0103 -0.82
C 4.7968 3.2401 -4.2217 -0.44
C 4.1146 2.0421 -4.2942 -0.89
C 3.5276 1.5276 -3.1432 -0.20
H 2.6501 -0.1317 -4.0577 0.29
H 1.6073 -1.0294 -2.2126 0.51
H 3.8321 2.2349 2.6620 0.31
H 3.8350 1.6534 5.0410 0.44
H 2.4346 1.4022 7.1277 0.39
H 0.1573 0.5275 6.9893 0.37
H 0.2395 -0.9497 4.7562 0.33
H 4.3602 3.9185 -0.9234 0.47
H 5.4253 4.8651 -2.9680 0.41
H 5.2502 3.6528 -5.1132 0.40
H 4.0196 1.5069 -5.2311 0.42
O -1.2342 -0.7333 -3.7522 -0.79
C -1.5972 -2.0105 -3.5248 0.53
C -1.8402 -2.8378 -4.6259 -0.66
C -2.1826 -4.1638 -4.4424 -0.36
C -2.2900 -4.6907 -3.1596 -0.89
C -2.0549 -3.8677 -2.0720 -0.56
C -1.7131 -2.5273 -2.2255 -0.17
C -1.4662 -1.6702 -0.9880 -0.49
O -1.2532 -0.3436 -1.2585 0.49
N -0.3097 -2.2947 -0.2919 0.20
N 0.0082 -1.6470 0.8499 -0.52
C 1.1793 -1.7016 1.3697 0.49
C 2.3552 -2.3864 0.8181 -0.03
Br 3.9823 -1.6186 1.4615 -0.09
C 2.3526 -3.4632 0.0260 -0.47
C 3.4888 -4.1614 -0.6009 0.19
C 4.4978 -3.4779 -1.2800 -0.14
C 5.5263 -4.1719 -1.8966 -0.84
C 5.5638 -5.5587 -1.8459 -0.37
C 4.5554 -6.2487 -1.1898 -0.60
C 3.5197 -5.5548 -0.5836 -0.44
H -1.1520 -0.3402 -2.8166 -0.02
H -1.7495 -2.4044 -5.6138 0.44
H -2.3683 -4.7920 -5.3052 0.37
H -2.5601 -5.7280 -3.0104 0.40
H -2.1402 -4.2608 -1.0647 0.45
H -2.3017 -1.8082 -0.2824 0.34
H 0.4736 -2.4602 -0.9239 0.29
H 1.3073 -1.1218 2.2793 -0.10
H 1.3841 -3.9301 -0.1246 0.67
H 4.4677 -2.3980 -1.3293 0.43
H 6.3004 -3.6267 -2.4214 0.40
H 6.3698 -6.0990 -2.3254 0.37
H 4.5711 -7.3304 -1.1549 0.38
H 2.7264 -6.0949 -0.0809 0.43
C -3.1186 0.6120 1.8216 -0.16
N -3.2571 -0.1108 3.0672 0.34
C -4.3659 0.3703 3.8667 -0.97
C -2.0150 -0.3842 3.7589 -2.17
C -1.1397 0.7749 4.2824 2.55
C -1.8702 1.7541 5.1550 -1.66
C -2.0662 3.0296 4.7453 -0.19
C -1.4300 3.6094 3.5976 -1.69
C -0.3881 2.8873 3.0374 0.42
C -0.2890 1.5199 3.2613 -0.66
H -4.0883 0.6542 1.3218 0.48
H -2.4507 0.0440 1.1646 -0.23
H -2.7503 1.6456 1.9395 0.00
H -5.2949 0.1997 3.3147 0.34
H -4.3011 1.4347 4.1218 0.35
H -4.4134 -0.1968 4.7984 0.32
H -1.3896 -0.9738 3.0736 0.22
H -2.2560 -1.0299 4.6150 0.53
H -2.2537 1.4288 6.1188 0.37
H -2.6841 3.6734 5.3659 0.34
H -1.6418 4.6240 3.2924 0.47
H 0.3543 3.4022 2.4221 0.39
F -5.4611 -0.1293 -0.7941 -0.36
C -5.2721 0.9792 -1.5253 0.04
C -4.0639 1.3045 -1.9930 -0.21
N -3.8527 2.4296 -2.7602 0.13
C -2.4862 2.7433 -3.1499 -1.04
C -1.5632 2.9248 -1.9391 0.77
O -0.3356 2.7769 -2.1647 -0.76
O -2.0890 3.1037 -0.8131 -0.74
C -4.8642 3.3200 -3.0221 0.52
O -4.7266 4.3516 -3.6506 -0.68
N -6.0987 2.9413 -2.5207 -0.05
C -6.4317 1.8179 -1.7718 0.13
O -7.5686 1.6169 -1.4000 -0.66
H -3.1905 0.6945 -1.7835 1.08
H -2.5052 3.6483 -3.7518 0.43
H -2.0881 1.9261 -3.7529 0.24
H -6.8493 3.5868 -2.7150 0.22
```

Orbital gap (eV): 4.6
ΔE to the lowest compared entry with this formula, charge and spin (eV): 3.150
Charge: -1
Molar mass (u): 1054.12
Energy (a.u.): -5437.881940

---

Below is C45H41GeN3O2P2Ru as an isolated structure at a distorted geometry, with properties calculated with the ωB97M-V functional and the def2-TZVPD basis.

Structure (XYZ):
```
95
Properties=species:S:1:pos:R:3:lowdin_spin:R:1
Ru -2.0852 -0.2333 -0.3185 0.18
C -1.9144 -2.4096 3.4481 0.00
N -2.2832 -1.6248 2.2823 0.01
P -2.4808 -2.2062 0.6757 0.01
C -1.0336 -3.2332 0.3664 0.09
C -0.0330 -2.4239 -0.2212 0.06
C 1.2365 -2.9907 -0.4616 0.08
C 1.4644 -4.3093 -0.1258 0.00
C 0.4654 -5.0996 0.4583 0.10
C -0.7878 -4.5548 0.7083 -0.01
C -3.8705 -3.3814 0.8110 0.00
C -4.0551 -4.3204 -0.2035 0.00
C -5.1408 -5.1819 -0.1765 0.00
C -6.0600 -5.1097 0.8616 0.00
C -5.8949 -4.1671 1.8656 0.00
C -4.8087 -3.3033 1.8350 0.00
P -1.8127 -0.0239 1.8948 0.03
C -2.8630 0.9966 2.9905 0.01
C -4.0930 0.5355 3.4444 0.00
C -4.8842 1.3298 4.2633 0.00
C -4.4614 2.6025 4.6159 0.00
C -3.2486 3.0846 4.1410 0.00
C -2.4552 2.2864 3.3324 0.00
C -0.1805 0.2646 2.6574 0.00
C -0.0275 0.2017 4.0475 0.00
C 1.2156 0.3725 4.6300 0.00
C 2.3255 0.6303 3.8309 0.00
C 2.1849 0.7171 2.4571 0.00
C 0.9366 0.5347 1.8748 0.00
H -2.3757 -3.3960 3.3791 0.00
H -2.2785 -1.9319 4.3616 0.00
H -0.8322 -2.5437 3.5250 0.00
H 0.3953 -0.4458 -0.9530 0.02
H 2.0140 -2.3750 -0.9005 0.00
H 2.4393 -4.7417 -0.3183 0.00
H 0.6712 -6.1299 0.7195 0.01
H -1.5670 -5.1605 1.1590 0.00
H -3.3418 -4.3798 -1.0177 0.00
H -5.2709 -5.9077 -0.9691 0.00
H -6.9051 -5.7861 0.8863 0.00
H -6.6125 -4.1006 2.6738 0.00
H -4.6823 -2.5691 2.6188 0.00
H -4.4297 -0.4487 3.1518 0.00
H -5.8339 0.9533 4.6221 0.00
H -5.0754 3.2197 5.2596 0.00
H -2.9190 4.0822 4.4016 0.00
H -1.5024 2.6635 2.9782 0.00
H -0.8906 0.0310 4.6804 0.00
H 1.3213 0.3099 5.7060 0.00
H 3.2987 0.7707 4.2849 0.00
H 3.0318 0.9250 1.8169 0.00
H 0.8596 0.5910 0.7985 0.00
N -1.2046 1.5359 -1.1355 0.00
N -1.9584 2.0148 -2.2389 0.00
C -2.9590 1.1443 -2.7421 0.00
O -3.4070 1.3588 -3.8523 0.00
O -3.3519 0.2257 -1.9138 0.02
H -1.0752 2.3011 -0.4825 0.00
H -0.2773 1.2417 -1.4519 0.00
H -1.4002 2.4563 -2.9589 0.00
C -0.3984 -1.0772 -0.5463 0.35
Ge 2.7838 1.0440 -1.8572 0.00
C 4.4297 0.5187 -2.8846 0.00
C 5.7220 1.0186 -2.7057 0.00
C 6.8262 0.4539 -3.3367 0.00
C 6.6713 -0.6332 -4.1832 0.00
C 5.3934 -1.1342 -4.4020 0.00
C 4.3029 -0.5687 -3.7590 0.00
C 3.2861 2.7762 -0.9670 0.00
C 4.4455 2.8470 -0.1784 0.00
C 4.7095 3.9113 0.6727 0.00
C 3.7985 4.9522 0.7986 0.00
C 2.6250 4.8997 0.0597 0.00
C 2.3825 3.8358 -0.8012 0.00
C 1.6370 1.6484 -3.3973 0.00
C 0.7792 0.6861 -3.9450 0.00
C -0.1401 0.9926 -4.9399 0.00
C -0.2438 2.2916 -5.4154 0.00
C 0.5990 3.2672 -4.9004 0.00
C 1.5201 2.9454 -3.9091 0.00
H 5.8799 1.8920 -2.0849 0.00
H 7.8123 0.8733 -3.1684 0.00
H 7.5300 -1.0812 -4.6687 0.00
H 5.2473 -1.9754 -5.0706 0.00
H 3.3177 -0.9862 -3.9458 0.00
H 5.1596 2.0308 -0.2091 0.00
H 5.6264 3.9211 1.2522 0.00
H 3.9959 5.7817 1.4666 0.00
H 1.8902 5.6923 0.1517 0.00
H 1.4469 3.8336 -1.3513 0.00
H 0.8017 -0.3272 -3.5518 0.00
H -0.8016 0.2237 -5.3212 0.00
H -0.9919 2.5458 -6.1553 0.00
H 0.5303 4.2868 -5.2626 0.00
H 2.1909 3.7216 -3.5570 0.00
```

Orbital gap (spin up / spin down) (eV): 5.6 / 5.6
ΔE to the lowest compared entry with this formula, charge and spin (eV): 0.305
2S+1: 2
Charge: -1
⟨S²⟩: 0.788
Molar mass (u): 891.47
Energy (a.u.): -4908.725724

---

Below is C45H41IrN2P2S3 as an isolated structure, with properties calculated with the ωB97M-V functional and the def2-TZVPD basis.

Structure (XYZ):
```
94
Properties=species:S:1:pos:R:3:lowdin_spin:R:1
Ir 0.2536 0.3757 0.7447 0.33
S 2.3340 -0.0473 1.6769 0.03
P 1.5940 -2.3206 0.8356 -0.01
C 0.5302 -1.4736 -0.0806 0.02
P 0.5285 -0.9778 -1.7361 0.01
S 1.1241 0.9444 -1.5013 0.10
C 1.5071 -1.9228 -2.9190 0.00
C 2.5575 -1.3308 -3.6087 0.00
C 3.3142 -2.0866 -4.4933 0.00
C 3.0309 -3.4318 -4.6702 0.00
C 1.9838 -4.0266 -3.9742 0.00
C 1.2135 -3.2728 -3.1063 0.00
C -1.1630 -1.0969 -2.3570 0.00
C -1.4258 -0.6441 -3.6491 0.00
C -2.7158 -0.6926 -4.1483 0.00
C -3.7441 -1.1999 -3.3616 0.00
C -3.4817 -1.6540 -2.0783 0.00
C -2.1911 -1.5981 -1.5715 0.00
C 2.7171 -3.4965 0.1025 0.00
C 3.6626 -2.9971 -0.7953 0.00
C 4.5081 -3.8685 -1.4609 0.00
C 4.4101 -5.2330 -1.2287 0.00
C 3.4736 -5.7321 -0.3317 0.00
C 2.6284 -4.8679 0.3416 0.00
C 1.0840 -2.9092 2.4415 0.00
C 1.9755 -3.6091 3.2528 0.00
C 1.5793 -4.0245 4.5124 0.00
C 0.2994 -3.7313 4.9674 0.00
C -0.5874 -3.0310 4.1623 0.00
C -0.2005 -2.6225 2.8956 0.01
H 2.7875 -0.2846 -3.4441 0.00
H 4.1256 -1.6246 -5.0402 0.00
H 3.6236 -4.0223 -5.3569 0.00
H 1.7639 -5.0766 -4.1159 0.00
H 0.3871 -3.7327 -2.5752 0.00
H -0.6235 -0.2507 -4.2639 0.00
H -2.9201 -0.3416 -5.1511 0.00
H -4.7514 -1.2445 -3.7549 0.00
H -4.2823 -2.0521 -1.4683 0.00
H -1.9797 -1.9309 -0.5635 0.00
H 3.7288 -1.9299 -0.9743 0.00
H 5.2395 -3.4835 -2.1586 0.00
H 5.0694 -5.9155 -1.7492 0.00
H 3.4020 -6.7978 -0.1594 0.00
H 1.8934 -5.2547 1.0363 0.00
H 2.9763 -3.8311 2.8999 0.00
H 2.2682 -4.5731 5.1410 0.00
H -0.0091 -4.0561 5.9525 0.00
H -1.5850 -2.8092 4.5171 0.00
H -0.8826 -2.0764 2.2552 0.01
C -1.1353 6.0613 -2.3047 0.01
C -2.0043 4.8757 -1.8407 0.02
C -1.7140 3.6966 -2.7756 0.00
C -3.4818 5.2707 -1.9825 0.01
C -1.6477 4.5757 -0.3860 0.19
C -1.8021 5.5637 0.5725 -0.01
C -1.3236 5.4587 1.8784 0.23
C -0.6334 4.2909 2.2297 0.00
S 0.1267 3.8554 3.7236 0.01
C 0.5530 2.3063 3.0673 0.06
N 0.1812 2.1738 1.8127 0.01
C -0.4676 3.2679 1.3191 0.10
C -1.0662 3.2829 -0.0144 0.01
C 1.2448 1.2990 3.8896 0.01
C 1.1166 1.4341 5.2772 0.01
C 1.7725 0.5985 6.1610 0.00
C 2.6078 -0.3915 5.6684 0.01
C 2.7514 -0.5476 4.3022 0.00
C 2.0587 0.2515 3.3985 0.02
H -1.2759 6.2225 -3.3752 0.00
H -0.0765 5.8676 -2.1250 0.00
H -1.4043 6.9841 -1.7903 0.00
H -2.0434 3.9540 -3.7833 0.00
H -2.2344 2.7823 -2.4859 0.00
H -0.6474 3.4698 -2.8280 0.00
H -3.6620 5.6479 -2.9907 0.00
H -3.7603 6.0569 -1.2804 0.00
H -4.1455 4.4210 -1.8219 0.00
H -2.2689 6.4970 0.2839 0.00
H -1.4492 6.2689 2.5825 0.01
H -0.3966 2.8829 -0.7779 0.02
H 0.4714 2.2065 5.6757 0.00
H 1.6402 0.7285 7.2262 0.00
H 3.1478 -1.0412 6.3446 0.00
H 3.4172 -1.3057 3.9165 0.00
C -4.4492 1.2459 0.7709 0.00
C -3.6151 2.2690 0.0119 -0.01
C -2.1433 1.9691 0.0636 0.04
N -1.6130 0.8806 0.2598 -0.23
H -5.5087 1.4880 0.6893 0.00
H -4.1808 1.2338 1.8275 0.00
H -4.2901 0.2456 0.3705 0.00
H -3.7746 3.2795 0.3941 0.00
H -3.9060 2.2885 -1.0425 0.00
```

Orbital gap (spin up / spin down) (eV): 5.0 / 6.6
ΔE to the lowest compared entry with this formula, charge and spin (eV): 0.000
2S+1: 2
Charge: +1
⟨S²⟩: 1.080
Molar mass (u): 960.20
Energy (a.u.): -3830.309594